# 1
{
  "formula": "C16H15BrClINO7S2",
  "method": "ωB97M-V/def2-TZVPD",
  "species": ["C", "S", "O", "O", "C", "C", "C", "C", "C", "C", "N", "C", "C", "Br", "C", "C", "C", "C", "C", "I", "C", "O", "C", "S", "H", "H", "H", "H", "H", "H", "H", "H", "H", "H", "H", "H", "H", "H", "H", "O", "Cl", "O", "O", "O"],
  "xyz": [[3.505997, -3.719502, -1.010714], [4.791134, -2.741188, -0.197044], [5.475015, -3.493621, 0.816599], [5.637987, -2.255785, -1.256752], [3.943231, -1.310789, 0.440807], [3.879251, -0.985057, 1.771067], [3.162747, 0.131170, 2.161898], [2.532613, 0.904178, 1.220952], [2.615362, 0.607609, -0.144299], [3.328022, -0.502069, -0.499486], [1.979763, 1.426892, -1.129026], [0.592315, 1.649680, -0.809478], [-0.379348, 1.448277, -1.762185], [0.243375, 0.901287, -3.516014], [-1.725409, 1.646631, -1.463429], [-2.069856, 2.086626, -0.201754], [-3.519141, 2.346062, 0.269688], [-3.941799, 1.355307, 1.421983], [-4.994059, 0.297731, 1.030638], [-4.664087, -1.494272, 2.237797], [-1.100094, 2.334331, 0.758636], [-1.446263, 2.779158, 2.012272], [0.213523, 2.102728, 0.441213], [1.544012, 2.336168, 1.624974], [3.462942, -4.735109, -0.608684], [2.543586, -3.215500, -0.864325], [3.704454, -3.782011, -2.083563], [4.375111, -1.602173, 2.517236], [3.067249, 0.416010, 3.207797], [3.364730, -0.747888, -1.561260], [2.420703, 2.348760, -1.053250], [-2.464655, 1.449346, -2.232739], [-4.219427, 2.327394, -0.569602], [-3.464986, 3.343639, 0.723062], [-4.281338, 1.946113, 2.282387], [-3.064633, 0.804820, 1.774420], [-4.899918, -0.031022, -0.003745], [-6.017366, 0.591845, 1.274521], [-0.934072, 2.269405, 2.656207], [-3.292806, -3.070898, -2.362226], [-2.639350, -1.859451, -1.938895], [-2.291444, -1.051222, -3.075873], [-1.450030, -2.185675, -1.185939], [-3.523044, -1.067934, -1.113873]],
  "forces_ev_per_angstrom": [[-0.478, 0.008, 0.232], [0.853, -0.155, -1.170], [-0.732, -0.086, 0.807], [-0.125, 0.338, -0.359], [-0.076, -0.243, -0.187], [0.401, -0.515, 0.768], [-0.045, 0.304, 0.725], [-0.884, 0.824, -0.711], [-0.014, 0.040, 0.621], [-0.053, -0.505, -1.361], [0.126, 0.483, 0.636], [0.140, -0.159, -0.546], [0.130, -0.400, -0.926], [-0.655, 0.316, 0.691], [0.480, -0.007, -0.546], [-1.749, 0.302, 0.558], [0.860, -0.509, 0.445], [-0.001, -0.073, -0.330], [0.192, 0.131, 0.383], [-0.244, 0.377, -0.292], [0.250, -0.207, 0.167], [-0.157, -0.088, -0.051], [1.386, -0.182, 0.358], [-0.174, -0.138, 0.259], [0.110, 0.297, 0.207], [0.151, -0.215, 0.012], [0.248, 0.254, 0.254], [-0.091, 0.031, -0.180], [0.102, -0.221, -0.135], [0.097, 0.026, 0.221], [0.077, -0.147, -0.270], [-0.006, -0.051, 0.242], [0.112, 0.035, 0.127], [-0.452, -0.069, -0.310], [-0.072, -0.225, -0.157], [-0.025, 0.271, -0.217], [0.006, -0.046, 0.277], [0.193, 0.005, -0.147], [0.047, 0.191, -0.016], [-0.064, 0.090, 0.046], [0.273, -0.080, 0.037], [0.185, 0.009, -0.539], [0.017, 0.015, 0.007], [-0.336, -0.023, 0.369]],
  "nbo_charge": [-0.883, 2.174, -0.942, -0.961, -0.336, -0.167, -0.230, -0.169, 0.214, -0.204, -0.634, 0.064, -0.027, 0.063, -0.233, 0.050, -0.430, -0.428, -0.467, 0.013, 0.248, -0.691, -0.219, 0.247, 0.252, 0.262, 0.259, 0.239, 0.225, 0.251, 0.374, 0.261, 0.219, 0.217, 0.204, 0.218, 0.263, 0.203, 0.490, -0.863, 2.563, -0.887, -0.880, -0.921],
  "gap_ha": 0.3085,
  "fmax_ev_per_a": 1.86,
  "charge": -1,
  "e_homo_ev": -6.24
}

***

# 2
{
  "formula": "C16H15BrN2O5S",
  "method": "ωB97M-V/def2-TZVPD",
  "species": ["C", "C", "N", "C", "O", "N", "C", "O", "C", "C", "S", "C", "C", "O", "O", "C", "C", "O", "C", "C", "C", "C", "Br", "C", "C", "H", "H", "H", "H", "H", "H", "H", "H", "H", "H", "H", "H", "H", "H", "H"],
  "xyz": [[-0.433784, 4.015486, -1.609747], [0.579649, 2.935332, -1.436054], [1.789624, 3.121957, -2.041687], [2.844836, 2.236095, -1.982324], [3.894121, 2.436103, -2.537664], [2.581319, 1.124968, -1.220142], [1.410706, 0.834458, -0.537098], [1.338106, -0.171671, 0.144655], [0.347628, 1.808854, -0.712994], [-0.951714, 1.529587, -0.039184], [-1.037308, 2.230184, 1.660034], [-0.353253, 0.841920, 2.601705], [-1.251444, -0.372080, 2.551588], [-2.399564, -0.390518, 2.200211], [-0.570359, -1.446764, 2.960871], [-1.231733, -2.706508, 2.972943], [-0.657603, -3.633992, 1.898426], [-0.325756, -4.762102, 2.159815], [-0.508585, -3.029328, 0.552963], [-1.519295, -2.271500, -0.032920], [-1.316179, -1.678518, -1.264711], [-0.092542, -1.830549, -1.894012], [0.230750, -0.885528, -3.512632], [0.905937, -2.621787, -1.353861], [0.686223, -3.231812, -0.134968], [-0.873770, 4.269961, -0.647573], [0.015910, 4.905394, -2.041979], [-1.233807, 3.678534, -2.268078], [1.950115, 3.954559, -2.593369], [3.337738, 0.455558, -1.130743], [-1.095041, 0.457930, 0.074421], [-1.791504, 1.960964, -0.577792], [0.630595, 0.575529, 2.216031], [-0.259740, 1.185044, 3.632233], [-1.070181, -3.157092, 3.955752], [-2.306189, -2.558304, 2.803087], [-2.469144, -2.137560, 0.461759], [-2.094552, -1.086742, -1.722598], [1.845920, -2.744097, -1.869338], [1.453871, -3.841963, 0.314976]],
  "forces_ev_per_angstrom": [[-0.003, -0.024, -0.038], [-0.219, -0.785, 0.480], [0.115, 0.388, -0.282], [-0.198, 0.007, 0.095], [0.410, 0.048, -0.229], [0.313, -0.223, 0.036], [-0.044, 0.177, -0.083], [0.047, 0.079, 0.130], [-0.110, 0.283, -0.264], [0.178, 0.232, 0.588], [0.004, -0.037, 0.029], [-0.108, 0.357, -0.430], [-0.157, 0.264, -0.040], [-0.019, -0.056, 0.051], [0.387, -0.257, 0.103], [-0.400, -0.384, 0.228], [-0.147, 0.361, 0.310], [0.041, -0.041, 0.041], [0.191, -0.062, -0.519], [0.110, -0.143, 0.126], [0.060, -0.013, -0.199], [-0.067, -0.034, -0.102], [-0.007, -0.095, 0.090], [-0.061, -0.037, -0.147], [-0.196, 0.034, 0.098], [-0.009, 0.071, 0.013], [-0.023, 0.101, -0.005], [-0.056, 0.012, -0.047], [0.079, -0.197, 0.106], [-0.115, 0.143, -0.029], [-0.107, 0.069, -0.186], [-0.064, -0.099, -0.030], [-0.073, -0.062, 0.175], [0.022, -0.069, 0.028], [-0.016, 0.038, -0.205], [0.178, -0.071, 0.051], [-0.037, 0.047, 0.085], [-0.042, 0.030, -0.036], [0.063, 0.016, -0.036], [0.080, -0.068, 0.044]],
  "nbo_charge": [-0.662, 0.303, -0.595, 0.788, -0.607, -0.631, 0.672, -0.632, -0.248, -0.534, 0.203, -0.652, 0.802, -0.598, -0.501, -0.186, 0.546, -0.505, -0.091, -0.193, -0.266, -0.041, 0.050, -0.238, -0.151, 0.248, 0.222, 0.243, 0.423, 0.432, 0.257, 0.233, 0.272, 0.259, 0.220, 0.230, 0.237, 0.232, 0.230, 0.230],
  "gap_ha": 0.3283,
  "fmax_ev_per_a": 0.95,
  "charge": 0,
  "smiles": "Cc1[nH]c(=O)[nH]c(=O)c1CSCC(=O)OCC(=O)c1ccc(Br)cc1",
  "e_homo_ev": -8.67
}

***

# 3
{
  "formula": "C16H15Cl2N8OPtS",
  "method": "ωB97M-V/def2-TZVPD",
  "species": ["Pt", "C", "C", "N", "N", "C", "S", "N", "N", "H", "H", "H", "H", "H", "H", "Cl", "C", "C", "C", "Cl", "C", "C", "C", "C", "N", "C", "C", "O", "H", "H", "H", "H", "N", "C", "C", "N", "C", "C", "N", "H", "H", "H", "H", "H"],
  "xyz": [[-0.013436, 0.274903, -0.588781], [1.318216, -3.925788, 2.792322], [2.119217, -2.898818, 2.099882], [3.404736, -2.796652, 2.081616], [3.694591, -1.736230, 1.300871], [2.587174, -1.152936, 0.796853], [2.539921, 0.156297, -0.225289], [1.554001, -1.897389, 1.327255], [0.207473, -1.658339, 1.110721], [1.984311, -4.584397, 3.340429], [0.755342, -4.519139, 2.070105], [0.612473, -3.469991, 3.487105], [4.649396, -1.457557, 1.132048], [-0.275710, -2.508511, 0.828467], [-0.248054, -1.271425, 1.937437], [-3.973846, 3.336154, -2.078897], [-3.118099, 3.390335, -0.601686], [-3.465531, 4.330475, 0.360822], [-2.796307, 4.404614, 1.564331], [-3.234293, 5.605384, 2.706319], [-1.744006, 3.498946, 1.860965], [-1.016915, 3.504932, 3.064271], [-0.026156, 2.574286, 3.260570], [0.226593, 1.634408, 2.261432], [-0.438094, 1.606614, 1.120289], [-1.399486, 2.522086, 0.889447], [-2.068272, 2.450349, -0.397533], [-1.731389, 1.601898, -1.268835], [-4.267574, 5.017444, 0.149334], [-1.250321, 4.241458, 3.817927], [0.543534, 2.552755, 4.176344], [0.997162, 0.888250, 2.399747], [1.061205, -0.895413, -5.751108], [0.612405, -1.352628, -4.575624], [0.462145, -0.528072, -3.431097], [-0.009396, -1.019187, -2.300819], [-0.338506, -2.315711, -2.259027], [-0.156271, -3.122672, -3.371858], [0.314833, -2.655786, -4.509229], [1.261884, 0.075100, -5.908503], [1.112903, -1.550995, -6.514000], [0.724484, 0.522387, -3.453613], [-0.775337, -2.693622, -1.347994], [-0.397003, -4.177818, -3.353015]],
  "forces_ev_per_angstrom": [[-0.879, 0.557, 0.510], [-0.046, -0.074, 0.055], [0.254, 0.055, 0.028], [0.084, -0.831, 0.606], [-1.126, 0.415, -0.367], [0.154, -0.249, 0.140], [-0.510, 0.473, -0.402], [0.842, 0.093, -0.001], [-0.252, 0.234, -0.197], [0.011, -0.015, 0.023], [-0.017, -0.051, 0.024], [-0.007, -0.019, 0.040], [-0.105, -0.017, -0.007], [0.215, 0.117, 0.005], [0.208, -0.080, -0.094], [-0.105, 0.020, -0.193], [0.888, -0.847, 0.164], [0.237, 0.151, 0.574], [-0.026, -0.298, -0.570], [-0.110, 0.220, 0.206], [-0.029, -0.057, -0.117], [0.061, -0.140, -0.128], [-0.174, 0.078, 0.035], [-0.038, -0.003, 0.012], [0.540, -0.336, -0.268], [-0.733, 0.419, -0.374], [-0.827, 1.600, 1.174], [1.274, -1.673, -0.751], [-0.108, 0.117, 0.001], [0.016, 0.033, 0.061], [0.062, -0.011, 0.029], [0.116, -0.039, -0.075], [0.153, 0.199, -0.272], [-0.270, -0.347, 0.612], [0.115, 0.060, -0.492], [0.235, 0.060, -0.158], [-0.139, -0.322, 0.068], [-0.090, 0.226, 0.343], [0.175, 0.263, -0.366], [-0.008, -0.042, -0.029], [0.019, 0.128, 0.015], [-0.010, -0.038, -0.002], [0.013, -0.020, 0.011], [-0.062, -0.009, 0.132]],
  "lowdin_charge": [0.963, 0.008, -0.324, 0.134, 0.041, -0.754, 0.662, -0.084, 0.070, 0.097, 0.092, 0.091, 0.168, 0.105, 0.114, 0.759, -0.584, -0.111, -0.609, 0.746, -0.163, 0.005, -0.026, -0.136, -0.042, -0.144, -0.421, -0.159, 0.111, 0.099, 0.114, 0.090, 0.161, -0.347, -0.062, -0.121, -0.132, -0.103, 0.136, 0.114, 0.119, 0.118, 0.087, 0.117],
  "gap_ha": [0.2645, 0.1801],
  "fmax_ev_per_a": 2.23,
  "charge": 1,
  "e_homo_ev": [-10.08, -9.80],
  "spin_multiplicity": 3,
  "s2": 2.032
}